The following is a quantum chemistry calculation of the molecule C24H31N3O3S at a distorted geometry, from OMol25.

Last column: Mulliken charge in e.
Atoms and positions in Å:
C  6.171  -4.084  4.757  -1.478
C  4.939  -3.842  3.940  0.715
C  4.799  -2.676  3.197  -0.966
C  3.676  -2.475  2.422  -0.496
C  2.670  -3.435  2.369  0.376
C  2.765  -4.593  3.142  1.028
C  3.913  -4.773  3.905  -0.803
H  3.999  -5.671  4.501  0.346
C  1.663  -5.602  3.193  -1.616
H  1.805  -6.283  4.028  0.444
H  0.698  -5.107  3.296  0.342
H  1.639  -6.177  2.267  0.304
N  1.549  -3.156  1.554  -0.001
C  1.052  -3.977  0.601  0.223
O  1.468  -5.089  0.344  -0.628
C  -0.091  -3.376  -0.194  -0.295
H  -0.490  -2.452  0.218  0.076
H  -0.886  -4.111  -0.311  0.474
S  0.524  -3.070  -1.921  0.382
O  -0.530  -2.292  -2.585  -0.611
C  1.798  -1.785  -1.452  -0.912
C  1.121  -0.670  -0.693  0.586
O  1.285  -0.505  0.509  -0.779
N  0.321  0.087  -1.454  -0.017
H  0.049  -0.281  -2.359  0.376
C  -0.523  1.132  -0.910  -0.479
C  -0.524  2.343  -1.839  -0.805
C  -1.462  3.413  -1.294  -0.711
N  -2.809  2.883  -1.189  0.350
C  -2.848  1.784  -0.246  -1.136
C  -1.962  0.642  -0.733  -0.246
H  -2.334  0.277  -1.692  0.266
H  -1.996  -0.179  -0.015  0.246
H  -3.880  1.432  -0.167  0.457
H  -2.517  2.101  0.761  0.365
C  -3.772  3.922  -0.871  -1.109
C  -3.907  4.903  -2.005  0.501
C  -3.929  6.271  -1.775  -0.434
C  -4.068  7.159  -2.828  -0.586
C  -4.179  6.686  -4.124  -0.388
C  -4.154  5.321  -4.362  -0.585
C  -4.022  4.436  -3.309  -0.152
H  -3.996  3.371  -3.483  0.376
H  -4.240  4.948  -5.372  0.383
H  -4.285  7.378  -4.946  0.378
H  -4.085  8.222  -2.636  0.376
H  -3.837  6.646  -0.765  0.347
H  -3.508  4.457  0.060  0.343
H  -4.741  3.437  -0.712  0.390
H  -1.482  4.267  -1.974  0.478
H  -1.092  3.764  -0.312  0.333
H  0.485  2.747  -1.936  0.354
H  -0.874  2.036  -2.826  0.288
H  -0.099  1.400  0.064  0.284
H  2.563  -2.278  -0.858  0.359
H  2.215  -1.433  -2.394  0.521
H  1.346  -2.160  1.468  0.327
H  3.562  -1.565  1.850  0.439
H  5.574  -1.923  3.224  0.374
H  6.950  -4.525  4.133  0.281
H  5.967  -4.770  5.576  0.367
H  6.556  -3.152  5.164  0.379

Output
**Energy relative to the best compared isomer or geometry (same formula, charge and spin)**: 0.0 kcal/mol
**Max |F|**: 1.4 eV Å⁻¹

=====

The following is a quantum chemistry calculation of the molecule C24H31N3O3S at a distorted geometry, from OMol25.

Last column: Mulliken charge in e.
Atoms and positions in Å:
C  -4.327  -3.666  -1.806  -1.123
C  -4.257  -2.332  -1.162  0.121
N  -5.304  -1.767  -0.617  -0.746
O  -4.914  -0.573  -0.116  -0.190
C  -3.600  -0.392  -0.356  0.550
C  -3.124  -1.492  -1.027  0.058
H  -2.129  -1.691  -1.363  0.534
C  -2.951  0.812  0.122  -0.568
C  -1.626  1.088  -0.217  -0.181
C  -1.001  2.203  0.292  0.812
C  -1.663  3.097  1.129  0.816
C  -2.995  2.830  1.436  -0.950
C  -3.631  1.705  0.951  -1.121
H  -4.659  1.501  1.211  0.513
H  -3.536  3.512  2.076  0.375
C  -0.954  4.291  1.668  -1.694
H  -0.083  3.972  2.237  0.336
H  -1.608  4.886  2.301  0.418
H  -0.585  4.902  0.845  0.336
S  0.732  2.498  -0.079  1.470
O  1.454  2.369  1.161  -0.706
O  0.853  3.735  -0.800  -0.735
N  1.119  1.230  -1.089  0.385
H  1.644  0.500  -0.597  -0.498
C  1.817  1.549  -2.319  -1.147
C  3.329  1.382  -2.170  -0.404
H  3.656  1.973  -1.313  0.255
H  3.826  1.767  -3.062  0.440
C  3.721  -0.090  -1.991  -0.916
N  3.187  -0.665  -0.756  0.582
C  2.762  -2.053  -0.935  -1.265
C  1.849  -2.563  0.149  -0.049
C  0.620  -1.951  0.368  0.813
C  -0.244  -2.425  1.338  -0.699
C  0.104  -3.532  2.094  -0.635
C  1.316  -4.162  1.870  -0.747
C  2.182  -3.681  0.902  -0.301
H  3.124  -4.184  0.732  0.383
H  1.590  -5.030  2.451  0.383
H  -0.569  -3.906  2.851  0.431
H  -1.191  -1.931  1.498  0.508
H  0.349  -1.092  -0.223  0.166
H  3.617  -2.737  -1.046  0.455
H  2.195  -2.087  -1.873  0.450
C  4.072  -0.405  0.389  0.210
C  3.294  -0.278  1.699  -1.134
H  2.818  -1.214  1.974  0.202
H  3.985  0.001  2.491  0.535
H  2.539  0.500  1.622  0.013
C  5.214  -1.417  0.548  -1.627
H  5.717  -1.599  -0.401  0.355
H  5.947  -1.024  1.248  0.490
H  4.845  -2.360  0.941  0.276
H  4.519  0.575  0.191  0.362
H  3.319  -0.647  -2.843  0.484
H  4.817  -0.179  -2.037  0.313
H  1.439  0.891  -3.111  0.356
H  1.568  2.582  -2.569  0.551
H  -1.080  0.444  -0.885  0.771
H  -4.064  -3.587  -2.860  0.301
H  -3.624  -4.347  -1.330  0.276
H  -5.334  -4.062  -1.715  0.350

Output
**SMILES string**: Cc1cc(-c2ccc(C)c(S(=O)(=O)NCCCN(Cc3ccccc3)C(C)C)c2)on1
**Energy relative to the best compared isomer or geometry (same formula, charge and spin)**: 54.8 kcal/mol
**Max |F|**: 1.3 eV Å⁻¹

=====

The following is a quantum chemistry calculation of the molecule C24H31N3O6, from OMol25.

Last column: Mulliken charge in e.
Atoms and positions in Å:
C  -4.201  -3.541  -2.512  -1.410
H  -4.961  -3.005  -3.073  0.480
H  -4.563  -3.691  -1.498  0.290
H  -4.059  -4.514  -2.977  0.293
C  -2.900  -2.728  -2.512  -0.615
N  -1.782  -3.298  -1.785  1.043
C  -2.038  -3.470  -0.368  -1.059
H  -2.482  -4.454  -0.147  0.388
C  -0.759  -3.319  0.476  -1.218
N  -0.466  -1.960  0.850  0.318
C  -0.924  -1.427  2.006  0.089
O  -1.659  -1.984  2.793  -0.666
C  -0.292  -0.045  2.146  1.175
O  -0.511  0.744  3.039  -0.679
C  0.585  0.097  0.999  -0.710
C  1.340  1.172  0.674  1.095
C  1.556  2.322  1.540  0.475
C  1.364  3.645  1.149  -0.033
N  1.697  4.433  2.187  0.035
C  2.122  3.664  3.245  -0.084
C  2.038  2.331  2.873  0.765
C  2.396  1.161  3.707  -1.569
H  1.502  0.814  4.226  0.266
H  2.770  0.344  3.094  0.367
H  3.133  1.446  4.453  0.523
C  2.589  4.262  4.481  0.257
O  3.044  3.676  5.432  -0.618
O  2.471  5.616  4.439  -0.345
C  2.898  6.297  5.608  -0.652
H  2.356  5.929  6.481  0.295
H  3.967  6.141  5.769  0.289
H  2.687  7.351  5.441  0.236
H  1.625  5.436  2.225  0.221
C  0.836  4.196  -0.129  -1.525
H  0.069  4.943  0.073  0.434
H  0.394  3.407  -0.732  0.247
H  1.627  4.679  -0.706  0.315
O  1.936  1.197  -0.543  -0.593
H  2.470  1.996  -0.634  0.454
C  0.385  -1.083  0.075  -0.469
C  -0.235  -0.618  -1.209  1.087
C  -1.308  0.192  -1.429  -0.752
C  -1.369  0.388  -2.831  -1.329
C  -0.326  -0.312  -3.361  0.644
O  0.365  -0.923  -2.376  -0.439
C  0.141  -0.466  -4.764  -1.376
H  1.170  -0.122  -4.861  0.323
H  0.109  -1.511  -5.068  0.230
H  -0.493  0.116  -5.426  0.373
H  -2.091  0.970  -3.368  0.526
H  -1.966  0.598  -0.687  0.677
H  1.331  -1.583  -0.172  0.202
H  0.101  -3.721  -0.063  0.413
H  -0.896  -3.869  1.412  0.461
H  -2.743  -2.704  -0.040  0.576
C  -1.209  -4.483  -2.405  -0.818
C  -0.313  -4.123  -3.586  -1.134
H  -0.898  -3.740  -4.419  0.266
H  0.225  -5.005  -3.926  0.498
H  0.402  -3.364  -3.283  0.107
H  -0.601  -4.995  -1.656  0.522
H  -1.983  -5.195  -2.733  0.321
H  -3.099  -1.745  -2.075  0.183
H  -2.576  -2.567  -3.542  0.336

Output
**SMILES string**: CCN(CC)CCN1C(=O)C(=O)/C(=C(/O)c2c(C)[nH]c(C(=O)OC)c2C)[C@@H]1c1ccc(C)o1
**Energy relative to the best compared isomer or geometry (same formula, charge and spin)**: 11.1 kcal/mol
**Max |F|**: 1.0 eV Å⁻¹

=====

The following is a quantum chemistry calculation of the molecule C24H31NO7, from OMol25.

Last column: Mulliken charge in e.
Atoms and positions in Å:
C  -5.571  -0.959  -2.050  -0.548
H  -5.304  -1.446  -2.989  0.326
H  -5.104  0.027  -2.002  0.204
H  -6.650  -0.875  -1.948  0.235
O  -5.121  -1.741  -0.946  -0.275
C  -3.954  -2.364  -1.078  0.707
O  -3.303  -2.392  -2.088  -0.618
C  -3.559  -3.062  0.215  -0.683
H  -2.540  -3.430  0.096  0.301
C  -3.642  -2.097  1.401  -0.716
C  -2.750  -0.904  1.134  0.841
O  -1.576  -0.977  0.852  -0.590
O  -3.409  0.234  1.240  -0.435
C  -2.653  1.417  0.899  1.944
C  -1.285  1.314  1.581  -0.153
O  -1.215  1.144  2.783  -0.705
C  -0.107  1.492  0.734  0.187
C  1.127  1.357  1.294  -0.573
N  2.277  1.439  0.596  0.150
C  2.221  1.771  -0.744  0.350
C  1.018  1.908  -1.356  -0.913
C  -0.229  1.720  -0.678  1.368
C  -1.439  1.764  -1.311  -0.795
C  -2.674  1.553  -0.642  -0.268
O  -3.759  1.494  -1.206  -0.784
H  -1.489  1.907  -2.380  0.454
H  0.985  2.182  -2.398  0.549
C  3.493  2.066  -1.454  -0.610
C  4.390  0.977  -1.983  -0.206
C  3.625  1.841  -2.932  -0.921
H  4.161  2.579  -3.509  0.307
H  2.799  1.393  -3.459  0.299
H  4.078  -0.046  -1.849  0.010
H  5.457  1.119  -1.899  0.303
H  3.994  2.944  -1.053  0.428
C  3.519  1.120  1.277  -0.910
H  4.329  1.143  0.550  0.501
H  3.708  1.873  2.051  0.243
C  3.489  -0.273  1.918  -0.863
C  3.308  -1.383  0.873  -0.739
O  4.387  -1.457  -0.027  -0.278
C  5.501  -2.238  0.394  0.675
C  5.311  -3.706  0.007  -1.424
H  5.229  -3.792  -1.073  0.302
H  6.156  -4.296  0.349  0.426
H  4.403  -4.106  0.453  0.368
C  6.742  -1.651  -0.271  -1.447
H  6.621  -1.678  -1.351  0.315
H  7.621  -2.225  0.004  0.454
H  6.882  -0.618  0.037  0.304
H  5.608  -2.166  1.487  0.232
H  3.155  -2.340  1.386  0.326
H  2.419  -1.180  0.268  0.435
H  4.436  -0.418  2.442  0.489
H  2.685  -0.353  2.647  0.609
H  1.198  1.172  2.355  0.626
C  -3.407  2.608  1.494  -2.139
H  -4.409  2.629  1.075  0.462
H  -2.889  3.531  1.244  0.395
H  -3.459  2.499  2.575  0.439
H  -3.289  -2.595  2.306  0.314
H  -4.663  -1.747  1.548  0.297
H  -4.233  -3.905  0.377  0.418

Output
**SMILES string**: COC(=O)CCC(=O)O[C@]1(C)C(=O)C=C2C=C(C3CC3)N(CCCOC(C)C)C=C2C1=O
**Energy relative to the best compared isomer or geometry (same formula, charge and spin)**: 61.5 kcal/mol
**Max |F|**: 0.8 eV Å⁻¹